97
Properties=species:S:1:pos:R:3:forces:R:3 method="wB97M-V/def2-TZVPD" spin_multiplicity=5 homo_energy_ev="-9.81 / -10.03" s_squared=6.01 charge=+1
Fe -0.29522 -0.22884 0.42076 0.6 -0.5 -0.1
C -4.71580 -0.94913 -1.96622 0.0 0.0 0.0
N -4.35752 -1.77679 -0.82711 0.0 0.0 -0.1
C -4.88942 -3.02747 -0.58964 0.0 0.1 -0.1
C -4.38839 -3.43796 0.59152 0.0 0.0 0.1
N -3.55945 -2.44970 1.08404 0.0 0.1 -0.1
B -2.79935 -2.71451 2.44038 0.1 0.0 0.0
N -2.35726 -1.41152 3.16744 0.0 -0.1 0.1
C -3.18868 -0.68074 3.99324 0.0 0.0 0.0
C -2.43035 0.12825 4.75868 0.1 0.0 0.0
N -1.11466 -0.10484 4.39280 0.0 0.0 -0.1
C 0.06413 0.42480 5.05593 0.0 -0.1 0.0
C -1.09298 -1.03352 3.40566 -0.1 0.1 0.2
S 0.35120 -1.52548 2.61541 0.0 0.2 -0.2
C -3.53212 -1.44187 0.20113 0.0 -0.3 0.0
S -2.70925 0.07188 0.27381 0.1 0.4 0.2
H -4.35498 -1.39435 -2.89191 0.0 0.0 0.0
H -5.79887 -0.85503 -2.02185 0.0 0.0 0.0
H -4.27562 0.03520 -1.84100 0.0 0.0 0.0
H -5.57937 -3.49686 -1.26963 0.0 0.0 0.0
H -4.56916 -4.34423 1.14418 0.0 0.1 0.0
H -1.83509 -3.39096 2.21219 0.0 0.0 0.1
H -3.58795 -3.26851 3.16737 0.0 0.0 -0.1
H -4.25800 -0.80384 3.97462 0.1 -0.1 0.0
H -2.69660 0.83411 5.52631 0.0 0.0 0.0
H 0.68650 0.98284 4.36170 0.0 0.0 0.0
H -0.25797 1.07149 5.86831 0.0 0.0 0.0
H 0.66198 -0.39187 5.45562 0.0 0.0 0.0
Se 6.72794 3.29455 1.17101 0.4 0.2 0.1
N 6.17893 1.88558 0.25519 -0.1 -0.2 -0.1
C 4.91685 1.71173 0.54298 -0.1 0.1 0.1
C 4.10428 0.63117 0.00338 0.0 -0.1 0.0
C 4.60924 -0.32837 -0.87485 0.0 0.1 0.0
C 3.78347 -1.34632 -1.29703 0.0 0.0 0.0
C 2.47257 -1.37525 -0.82936 0.0 -0.1 -0.1
N 1.97350 -0.44932 -0.02797 -0.3 0.0 0.0
C 2.76476 0.54459 0.38583 0.2 -0.1 0.0
C 2.15477 1.56853 1.24249 0.0 0.1 0.2
N 0.83526 1.48543 1.45311 -0.3 -0.2 -0.2
C 0.24516 2.38434 2.22506 -0.1 0.0 0.0
C 0.94503 3.40917 2.85667 0.0 0.0 0.0
C 2.29897 3.52031 2.63192 0.1 0.0 0.0
C 2.92499 2.59290 1.79698 -0.1 0.0 0.0
C 4.34109 2.66380 1.46221 0.0 -0.1 -0.1
N 5.14763 3.58732 1.91256 -0.2 0.0 0.1
H 5.63957 -0.25231 -1.19869 0.0 0.0 0.0
H 4.13689 -2.11436 -1.97094 0.0 0.0 0.0
H 1.79469 -2.17185 -1.11856 0.0 0.1 0.0
H -0.82779 2.28310 2.33959 0.0 0.0 0.0
H 0.42464 4.09580 3.51089 0.0 0.0 0.0
H 2.89540 4.30435 3.08197 0.0 0.0 0.0
Se -1.20090 -0.65308 -2.91732 -0.3 -0.2 -0.1
N -0.15743 0.33666 -1.89434 0.2 0.0 0.1
C 0.66757 0.99531 -2.70476 -0.2 -0.1 0.1
C 1.63636 1.94951 -2.28467 0.2 0.1 0.0
C 2.44848 2.50868 -3.21927 0.0 0.0 0.2
C 2.33254 2.18614 -4.60736 -0.1 -0.1 -0.2
C 1.38821 1.32152 -5.05615 0.1 0.1 -0.1
C 0.51932 0.70417 -4.10955 -0.1 0.0 0.2
N -0.44760 -0.15269 -4.41356 0.1 0.2 -0.1
H 1.68635 2.21886 -1.24004 0.0 0.1 0.0
H 3.20338 3.22487 -2.91506 0.0 0.0 0.0
H 3.00520 2.65779 -5.31197 0.0 0.0 0.0
H 1.26689 1.09178 -6.10632 0.0 0.0 0.0
C -1.26243 6.00807 1.03638 0.0 0.0 -0.1
As -0.83859 5.07681 -0.61117 0.0 0.2 0.0
C -1.71815 6.11494 -1.98047 0.0 0.0 0.0
C 1.04215 5.41401 -0.91969 -0.1 0.0 0.0
S -1.40177 3.07769 -0.64230 0.0 0.1 0.0
H -1.45118 7.05919 0.82195 0.0 0.0 0.0
H -0.43707 5.91902 1.73877 0.0 0.0 0.0
H -2.15325 5.55327 1.46155 0.0 0.0 0.0
H -1.39440 7.15458 -1.94098 0.0 0.0 0.0
H -2.79247 6.05034 -1.82419 0.0 0.0 0.0
H -1.47725 5.68203 -2.94860 0.0 0.0 0.0
H 1.24458 6.48086 -0.82375 0.0 0.0 0.0
H 1.27611 5.07899 -1.92878 0.0 0.0 0.0
H 1.64286 4.85115 -0.20637 0.0 0.0 0.0
O -0.65023 -2.22746 -0.57140 0.1 -0.1 0.1
C -0.62214 -3.47262 -0.46669 -0.2 0.2 -0.1
C -1.29893 -4.33769 -1.49567 0.2 -0.1 -0.1
C -0.26408 -4.95555 -2.46270 0.0 0.1 0.1
C 1.02427 -5.40241 -1.76608 -0.1 -0.1 0.0
C 0.77917 -6.27608 -0.53478 0.1 0.2 0.0
C 0.09885 -5.54451 0.65371 -0.1 0.0 -0.2
N 0.03420 -4.09536 0.50407 0.2 0.0 0.0
H -2.01065 -3.71868 -2.03658 -0.1 0.0 0.0
H -1.85054 -5.12964 -0.98490 0.0 0.0 0.0
H -0.01754 -4.22595 -3.23730 0.0 0.0 0.0
H -0.72364 -5.81279 -2.95773 0.0 0.0 0.0
H 1.61086 -4.52605 -1.47830 0.0 0.0 0.0
H 1.63429 -5.96344 -2.47581 0.0 0.0 0.0
H 1.73869 -6.67644 -0.20502 0.0 0.0 0.0
H 0.15964 -7.12788 -0.82454 0.0 0.0 0.0
H 0.65070 -5.73031 1.57126 0.0 0.0 0.0
H -0.90932 -5.93245 0.80912 0.0 0.0 0.0
H 0.38133 -3.50059 1.24916 -0.1 0.1 0.1

86
Properties=species:S:1:pos:R:3:forces:R:3 method="wB97M-V/def2-TZVPD" spin_multiplicity=8 homo_energy_ev="-8.06 / -8.05" s_squared=16.03
O -1.08614 -0.46245 -2.45060 0.1 0.9 0.5
C -0.86276 -1.30241 -3.52444 -0.2 -0.6 -0.2
C -2.06001 -2.24162 -3.71733 0.2 -0.1 -0.1
C -2.96578 -2.49769 -2.68440 0.0 0.1 -0.2
H -2.82516 -2.02039 -1.70921 -0.1 -0.2 -0.4
C -4.04394 -3.36200 -2.89837 0.1 0.0 -0.3
H -4.77210 -3.50386 -2.09512 0.2 -0.1 -0.3
C -4.18017 -4.02364 -4.12693 0.2 0.1 0.2
H -5.00965 -4.71729 -4.28027 0.3 0.2 0.0
C -3.23790 -3.80542 -5.14287 -0.2 0.1 0.0
H -3.32026 -4.33670 -6.09534 0.0 0.2 0.3
C -2.21073 -2.88544 -4.95012 -0.1 0.0 0.3
H -1.49263 -2.65769 -5.73886 -0.2 -0.2 0.1
H -0.75688 -0.71265 -4.45432 -0.2 0.1 0.1
C 1.70251 -1.18636 -3.54338 0.3 0.2 -0.1
C 0.47535 -2.02573 -3.34884 -0.6 -0.8 0.6
H 2.51914 -1.79027 -3.96140 -0.1 0.3 0.1
H 2.05032 -0.74477 -2.59143 -0.1 -0.2 -0.3
H 1.49928 -0.35975 -4.23818 0.1 -0.1 0.1
C 0.51232 -3.27271 -2.85501 -0.1 0.5 -0.2
C 1.74457 -4.02557 -2.48912 0.4 -0.1 0.1
H -0.42135 -3.80414 -2.65672 0.1 0.2 -0.2
H 1.88537 -4.88350 -3.15693 0.0 0.0 0.0
H 1.65488 -4.42385 -1.47091 0.0 0.1 -0.2
H 2.64598 -3.40313 -2.52958 -0.2 -0.2 0.1
Gd -0.40256 -0.19451 -0.41860 0.0 -1.2 0.0
Cl -2.32532 -1.41202 0.86578 -0.2 0.1 0.1
Cl 1.18703 -2.10320 0.33111 0.1 -0.2 -0.3
H -5.81436 1.21376 -1.84288 0.1 -0.1 0.0
H -5.43497 1.65537 0.78376 0.2 0.0 -0.1
C -4.89327 0.62695 -1.73095 -0.3 0.5 -0.2
C -4.48403 1.11667 0.68012 0.0 -0.6 0.1
N -4.03485 1.20755 -0.70602 0.3 0.5 0.1
H -4.34155 0.61859 -2.67649 -0.2 -0.2 0.2
C -2.86393 1.74294 -1.06192 0.9 -0.8 0.8
O -1.81609 1.72420 -0.34870 -1.7 1.1 -0.8
H -3.73937 1.53271 1.36047 0.0 -0.1 -0.2
H -2.85046 2.20031 -2.06679 0.2 -0.5 0.1
H -5.16408 -0.40208 -1.45503 0.3 0.3 -0.1
H -4.65370 0.06496 0.93294 0.1 0.2 0.1
H 3.27340 4.09935 -1.52435 -0.1 -0.2 -0.1
H 1.29664 5.15833 -3.13588 0.0 -0.3 -0.1
C 3.10328 3.23840 -2.18566 0.0 0.0 -0.1
C 1.18583 4.13605 -3.52375 0.1 -0.1 0.2
N 1.69302 3.15544 -2.56383 0.1 0.3 0.1
H 3.40854 2.31612 -1.68277 -0.1 0.2 -0.1
C 0.87091 2.29509 -1.98450 0.4 -1.6 1.1
O 1.23490 1.37611 -1.18235 -0.5 2.1 -1.3
H 0.12684 3.91705 -3.69740 0.3 0.2 -0.1
H -0.19328 2.41841 -2.25574 0.4 -0.2 0.0
H 3.69246 3.39422 -3.09394 0.0 -0.1 0.1
H 1.74549 4.05781 -4.46602 -0.2 0.0 0.2
C 0.40818 -2.84993 5.90939 0.0 0.2 -0.2
C -0.69085 -2.28288 5.24874 0.3 0.1 -0.1
C -0.48441 -1.37933 4.20188 0.3 -0.2 0.3
C 0.81844 -0.98924 3.86285 -0.1 -0.2 -0.3
C 1.91673 -1.54366 4.52223 -0.4 -0.2 0.2
C 1.70787 -2.49785 5.53074 -0.2 0.2 -0.1
As 0.96199 0.31429 2.39309 0.1 0.3 0.8
C 0.39910 1.88174 3.43471 -0.1 0.0 -0.2
C -0.67371 2.61767 2.90551 0.2 -0.1 0.5
C -1.30278 3.58071 3.69630 0.1 0.1 0.1
C -0.83789 3.84184 4.99070 0.2 -0.2 -0.1
C 0.27356 3.14882 5.49041 0.1 -0.2 -0.4
C 0.89343 2.15448 4.71024 -0.5 0.6 0.3
C 2.88780 0.57541 2.25242 0.0 0.0 -0.4
C 3.44309 1.85790 2.24821 0.5 -0.3 -0.1
C 4.77953 2.01919 1.85101 -0.1 -0.2 0.0
C 5.55551 0.91068 1.48216 -0.2 0.1 0.2
C 5.00720 -0.37495 1.53456 -0.1 0.2 0.1
C 3.66137 -0.53385 1.88061 0.3 0.2 0.0
H 0.24566 -3.56338 6.71929 0.1 0.2 -0.3
H -1.70928 -2.53884 5.54554 0.3 0.0 -0.1
H -1.32733 -0.98638 3.63279 0.1 -0.1 0.2
H 2.92811 -1.24111 4.25595 -0.2 -0.1 0.1
H 2.56899 -2.95296 6.02328 -0.3 0.1 -0.1
H -1.02103 2.41451 1.88989 0.0 0.0 0.3
H -2.16495 4.12463 3.29973 0.3 -0.1 0.2
H -1.34297 4.58754 5.60885 0.2 -0.2 -0.2
H 0.65470 3.36890 6.48858 -0.1 -0.1 -0.3
H 1.74081 1.59529 5.10936 -0.2 0.1 -0.1
H 2.83924 2.71856 2.54154 0.2 -0.2 -0.1
H 5.21966 3.01801 1.83824 -0.1 -0.3 0.0
H 6.58766 1.04862 1.15049 -0.3 0.0 0.2
H 5.63012 -1.24446 1.29992 -0.3 0.3 0.0
H 3.17564 -1.50549 1.80986 0.3 0.2 0.1

112
Properties=species:S:1:pos:R:3:forces:R:3 method="wB97M-V/def2-TZVPD" homo_energy_ev=-9.98
C 5.83426 3.81450 -4.53362 -0.7 0.6 0.5
C 4.66105 3.90561 -5.69234 0.5 -0.8 0.0
C 3.24197 3.16617 -5.24789 -0.3 1.1 -0.6
C 2.14059 4.25944 -4.71635 0.6 0.0 0.6
C 2.45605 4.68453 -3.13139 -0.9 1.3 -0.3
C 1.44890 3.96004 -2.06040 -0.6 -0.7 -0.8
C 1.81230 2.34890 -1.79233 -0.6 1.5 0.4
C 3.40491 2.20507 -1.32682 -0.2 1.3 -1.2
C 3.65700 3.33585 -0.18984 1.1 5.4 6.6
N 3.81025 4.22401 0.75615 -1.4 -8.3 -8.8
C 3.87192 0.67921 -0.98867 0.0 -0.9 -2.0
C 3.51357 -0.14551 -2.41231 -1.4 -4.1 -7.6
N 3.28177 -0.77691 -3.53707 2.0 6.0 10.6
B 2.88978 -0.12273 0.10241 -1.3 -1.0 1.9
O 1.97774 0.55229 1.04953 3.3 -0.8 -1.8
O 2.88920 -1.61986 0.10622 1.4 3.1 1.0
C 5.46921 0.42985 -0.78769 3.2 0.6 2.6
Cl 6.46627 -0.31502 -2.21613 -1.8 1.2 2.0
C 6.28375 0.74811 0.40978 -2.7 -0.6 -2.7
C 5.68228 1.43551 1.73055 1.8 0.1 1.3
Cl 8.13321 0.34980 0.43133 -3.2 0.8 0.1
H 5.64230 2.85428 -3.88588 0.6 1.7 -1.3
H 6.92777 3.82666 -4.95006 -2.2 -0.2 0.7
H 5.73276 4.74625 -3.80893 0.3 -1.9 -1.4
H 4.48781 5.04473 -5.98703 0.3 -2.6 0.5
H 5.05507 3.28631 -6.62532 -0.8 1.6 1.8
H 3.41356 2.34600 -4.42167 -0.2 1.5 -1.7
H 2.79877 2.67193 -6.21398 0.9 0.7 1.9
H 1.05769 3.82208 -4.82538 2.0 0.9 0.4
H 2.18195 5.26379 -5.35654 0.0 -2.3 1.2
H 3.60393 4.60012 -2.86101 -2.4 0.0 -0.6
H 2.21267 5.85205 -3.08506 0.5 -2.5 0.1
H 1.30708 4.56306 -1.05824 0.6 -1.3 -2.0
H 0.37223 3.93406 -2.57573 2.6 0.1 1.2
H 1.05554 2.01183 -0.94982 1.8 0.4 -1.7
H 1.56979 1.81052 -2.80243 0.9 0.7 2.0
H 4.02626 2.53897 -2.29053 -1.2 -0.5 2.3
H 2.36496 1.41382 1.38704 -1.0 -1.1 -0.9
H 3.74690 -1.88878 0.55855 -1.4 0.3 -1.0
H 5.98473 0.77021 2.67403 -0.6 1.3 -2.1
H 6.23428 2.47738 1.91444 -1.2 -2.3 -0.6
H 4.54817 1.63820 1.80994 1.9 -0.5 -0.7
O -0.77414 -5.50666 3.98890 1.7 1.8 -1.3
C 0.00917 -4.75678 3.43035 -2.2 -1.3 0.9
O -0.23422 -4.14953 2.22890 0.0 -0.9 1.2
C 0.84950 -3.27185 1.99829 -0.1 0.8 -1.2
C 1.93154 -3.86811 2.83219 0.7 0.4 0.2
F 2.76138 -2.91005 3.30246 0.3 0.0 0.1
O 1.23625 -4.42792 3.92310 -0.7 -0.5 -0.5
H 0.57377 -2.26221 2.32077 0.2 -0.1 0.1
H 1.11086 -3.24203 0.93707 -0.2 -0.1 0.2
H 2.51073 -4.64751 2.32564 0.1 0.1 0.1
O -1.04352 5.34477 -3.19796 -2.6 -1.1 -0.3
C -2.14655 4.83080 -3.28175 2.5 1.2 0.3
O -2.37474 3.58356 -3.79536 0.5 1.0 0.3
C -3.74717 3.31306 -3.59232 -0.4 -1.2 -0.3
C -4.33294 4.67914 -3.48105 -0.7 0.5 0.1
F -5.39917 4.68044 -2.64990 -0.4 0.1 0.3
O -3.30240 5.43183 -2.88244 1.0 -0.5 -0.4
H -3.86942 2.72387 -2.67728 -0.1 0.2 0.0
H -4.16383 2.74890 -4.43108 0.3 0.2 0.1
H -4.60770 5.12925 -4.44096 0.1 -0.1 0.7
O -0.57811 2.58810 1.90567 1.1 0.1 2.6
C -0.14281 2.66404 3.04260 -0.9 -0.1 -2.9
O 0.99826 2.04236 3.47032 -0.9 0.3 -0.6
C 1.22215 2.48521 4.79384 1.2 -0.4 0.6
C -0.14087 2.90143 5.23044 -0.3 0.6 0.7
F -0.07374 3.92689 6.10884 -0.1 0.0 0.2
O -0.73779 3.37197 4.04336 0.4 -0.9 -0.5
H 1.93557 3.31605 4.78271 -0.3 0.1 0.1
H 1.62967 1.68119 5.41261 -0.1 0.0 -0.3
H -0.74515 2.08997 5.64984 0.0 0.2 0.1
O 1.00868 -8.54402 8.82095 0.0 0.3 -3.0
C 1.00614 -8.42412 7.60708 -0.1 0.1 3.4
O 0.34788 -7.43044 6.93569 0.4 -0.8 0.7
C 0.70104 -7.56687 5.57385 -0.6 0.7 -0.8
C 1.09955 -9.00041 5.48524 0.5 -0.3 -0.3
F 2.06460 -9.17606 4.55492 0.1 -0.2 -0.3
O 1.65207 -9.26788 6.75413 -0.7 0.3 0.3
H 1.52461 -6.88313 5.34227 0.0 -0.3 -0.1
H -0.14532 -7.32950 4.92368 0.2 0.0 0.4
H 0.26762 -9.68653 5.29385 0.2 0.0 -0.1
O -6.94878 -6.76997 4.94087 2.7 0.1 -1.2
C -5.83357 -6.71911 4.44934 -2.8 -0.3 1.6
O -4.67376 -6.84282 5.16418 -1.1 0.1 -0.4
C -3.62244 -6.86065 4.21953 1.3 -0.1 0.7
C -4.22922 -6.16812 3.04739 0.2 0.1 -0.7
F -3.72629 -6.65036 1.88887 0.1 0.0 -0.4
O -5.59092 -6.52445 3.12273 0.0 0.2 0.8
H -3.34700 -7.89819 4.00266 -0.1 0.1 -0.3
H -2.74245 -6.33680 4.60239 -0.4 -0.1 0.0
H -4.13220 -5.07745 3.07080 0.0 -0.1 -0.1
O -3.34134 -2.78008 3.79866 0.5 1.4 -2.5
C -3.18334 -2.15218 2.76491 -0.2 -1.7 2.6
O -1.99730 -1.58633 2.38466 -0.9 -0.4 0.6
C -2.19884 -1.07311 1.08315 1.1 0.6 -0.6
C -3.67653 -0.88371 1.03553 -0.5 0.1 -0.7
F -4.14632 -1.06902 -0.21851 -0.2 0.1 -0.2
O -4.16835 -1.92223 1.85192 0.7 0.2 0.7
H -1.84103 -1.80053 0.34679 -0.3 0.0 0.0
H -1.65458 -0.13530 0.94290 0.0 -0.1 0.2
H -4.01795 0.08218 1.42284 -0.1 -0.1 -0.2
O -5.19342 5.09568 -6.13812 -2.1 -1.9 -1.0
C -6.03262 4.22296 -6.28636 1.6 2.1 0.2
O -6.26634 3.22209 -5.38352 0.5 0.9 -0.7
C -7.39024 2.50927 -5.85964 -0.6 -1.0 0.8
C -7.37307 2.81537 -7.31831 -0.8 -0.1 -0.7
F -8.62794 2.84032 -7.82064 0.0 -0.1 -0.2
O -6.84615 4.12154 -7.37473 0.9 -0.2 0.8
H -8.29227 2.87813 -5.35996 0.0 0.0 -0.3
H -7.29014 1.43936 -5.65798 0.2 0.2 0.1
H -6.74724 2.13996 -7.91133 -0.2 0.1 -0.1

Calculated relative energy (zero: lowest compared OMol25 entry of this formula, charge and spin) (kcal per mole), listed in the same order as above: 0.00, 0.00, 191.37
Calculated electronic energy (eV), listed in the same order as above: -314516.331, -152821.216, -131784.955